Computed, not measured: a structure of composition C49H50F13MgN5O3S, with the ωB97M-V functional and the def2-TZVPD basis.

The calculation puts the largest force on an atom at 0.71 eV/A. Its total energy is -116828.6035 eV. As for the total charge: -2. For the HOMO-LUMO gap, the calculation gives 5.243 eV. The LUMO energy comes out at 3.983 eV. The calculation puts the energy relative to the best compared isomer or geometry (same formula, charge and spin) at 0.0 kcal per mole.

Geometry as XYZ:
```
122
C49H50F13MgN5O3S, DFT the ωB97M-V functional and the def2-TZVPD basis
Mg -0.32847 -0.14447 -0.08033
C -3.42538 -0.08739 -1.46205
N -2.49486 -1.03554 -0.81945
C -2.38556 -2.28363 -1.63241
C -1.70735 -2.23870 -2.99179
N -2.47753 -1.47670 -3.93784
C -2.14306 -1.46991 -5.20612
C -2.95780 -0.72140 -6.12480
F -4.02035 -0.05076 -5.62785
C -2.73159 -0.63327 -7.47202
F -3.56769 0.09097 -8.25265
C -1.65517 -1.28137 -8.06901
F -1.45131 -1.22193 -9.41391
C -0.82561 -2.01006 -7.24190
F 0.23756 -2.65086 -7.78098
C -1.05204 -2.10220 -5.88311
F -0.13293 -2.82366 -5.17616
C -3.09274 -1.44803 0.46004
C -2.03364 -1.71495 1.53368
N -0.66687 -1.98085 1.08376
C -0.24243 -3.24210 1.31806
C 1.07866 -3.51607 1.74851
F 1.91217 -2.48837 1.98345
C 1.56316 -4.77279 2.03780
F 2.82900 -4.91883 2.46860
C 0.75100 -5.88697 1.93760
F 1.21872 -7.12214 2.21477
C -0.55745 -5.68719 1.54928
F -1.37867 -6.74626 1.43094
C -1.02908 -4.42281 1.25288
F -2.32153 -4.36364 0.85417
H -4.42676 -0.53792 -1.52735
H -3.09332 0.13457 -2.47064
H -3.47975 0.82216 -0.86122
H -3.40933 -2.66484 -1.77638
H -1.85109 -3.00141 -1.01222
H -1.60801 -3.29884 -3.28278
H -0.68067 -1.87425 -2.86011
H -3.74674 -2.31414 0.29718
H -3.72748 -0.63179 0.81573
H -2.38772 -2.48826 2.22067
H -1.97925 -0.79590 2.10925
C 1.90273 -2.68685 -2.72748
C 2.37678 -2.26037 -1.33697
C 3.22896 -3.38710 -0.73732
C 3.19298 -0.98218 -1.35537
C 4.28191 -0.93585 -2.22025
C 5.17263 0.12001 -2.21502
C 4.98245 1.15304 -1.31756
C 3.89644 1.16868 -0.44799
C 3.78665 2.36004 0.49932
C 4.10084 3.69617 -0.18694
C 4.73463 2.21496 1.69745
C 2.97712 0.09370 -0.48012
N 1.84745 0.13186 0.41605
C 2.19876 0.11277 1.66052
C 1.53131 0.60266 2.83120
C 2.34932 0.60713 3.98019
C 2.09101 1.36589 5.09309
C 0.98889 2.23677 5.02697
C 0.13169 2.22032 3.96450
C 0.27395 1.30266 2.85645
N -0.66477 1.14588 1.92260
C -1.86939 1.87118 2.15063
C -2.06472 3.06391 1.41459
C -3.26425 3.75320 1.50286
C -4.26657 3.32410 2.35471
C -4.03842 2.21246 3.13632
C -2.85977 1.45777 3.07625
C -2.87055 0.32817 4.14691
C -1.61842 -0.44555 4.58607
C -4.00172 -0.67768 3.86684
C -0.92931 3.66531 0.60699
C -0.08832 4.60732 1.47665
C -1.39411 4.40419 -0.64643
H 1.21439 -3.53045 -2.64523
H 2.74331 -3.01531 -3.34403
H 1.38707 -1.88303 -3.24807
H 1.49964 -2.11076 -0.70179
H 4.08029 -3.59327 -1.39179
H 2.64182 -4.30388 -0.65399
H 3.61648 -3.13023 0.24660
H 4.44021 -1.76128 -2.90279
H 6.01293 0.13277 -2.89902
H 5.68321 1.97922 -1.29997
H 2.76533 2.41319 0.87548
H 5.17750 3.82502 -0.32494
H 3.75406 4.52022 0.44074
H 3.62323 3.78266 -1.16113
H 5.76991 2.16440 1.34802
H 4.53537 1.32116 2.28296
H 4.63923 3.07672 2.36304
H 3.22431 -0.19930 1.87135
H 3.25385 0.00787 3.94303
H 2.75266 1.35359 5.94863
H 0.80244 2.93449 5.83721
H -0.71476 2.89249 3.96628
H -3.41004 4.64796 0.91281
H -5.20232 3.86542 2.42925
H -4.79885 1.91778 3.85119
H -3.18023 0.87020 5.04980
H -1.07820 -0.93411 3.78083
H -1.94593 -1.22595 5.28029
H -0.91719 0.18445 5.11842
H -3.73587 -1.36895 3.06839
H -4.93092 -0.18629 3.58174
H -4.19245 -1.27032 4.76536
H -0.28475 2.85130 0.29799
H -0.70295 5.42552 1.86599
H 0.71751 5.04191 0.87824
H 0.36165 4.08654 2.32275
H -1.90109 5.34118 -0.39831
H -2.06231 3.78850 -1.24777
H -0.53027 4.66058 -1.26211
F 0.73129 3.57389 -3.06426
C 1.14755 2.44107 -2.47990
F 1.47628 2.74347 -1.21772
F 2.24751 2.03295 -3.11604
S -0.17220 1.15731 -2.52729
O -0.65239 1.26482 -3.86195
O -1.04520 1.53731 -1.41428
O 0.52170 -0.06492 -2.11303
```

Computed, not measured: a structure of composition C49H51BClF4N9O3PS2Sc, with the ωB97M-V functional and the def2-TZVPD basis.

The calculation puts the largest force on an atom at 0.87 eV/A. Its total energy is -146931.3109 eV. As for the total charge: 0. For the HOMO-LUMO gap, the calculation gives 6.155 eV. The LUMO energy comes out at -1.034 eV. The calculation puts the energy relative to the best compared isomer or geometry (same formula, charge and spin) at 0.0 kcal per mole.

Geometry as XYZ:
```
122
C49H51BClF4N9O3PS2Sc, DFT the ωB97M-V functional and the def2-TZVPD basis
Sc -1.39269 1.33174 0.30441
O -0.78316 3.00177 1.13256
N -0.29478 3.88834 0.20928
C -0.79030 5.06293 0.24544
C -1.81925 5.63663 1.14442
C -1.51685 6.87262 1.71306
C -2.40982 7.50442 2.56131
C -3.63082 6.90676 2.83296
C -3.95474 5.69387 2.24388
C -3.06579 5.04332 1.39025
P -3.55306 3.53770 0.45565
C -5.00041 2.95771 1.42066
C -4.78864 2.59273 2.75079
C -5.83047 2.11317 3.52513
C -7.09869 1.97699 2.97437
C -7.31430 2.32154 1.64988
C -6.27083 2.81266 0.87507
C -4.35353 4.28858 -1.01916
C -4.67016 5.64124 -1.12938
C -5.26202 6.13535 -2.28394
C -5.54952 5.28729 -3.34343
C -5.24730 3.93668 -3.24191
C -4.64872 3.44480 -2.09112
H 0.28071 2.81677 2.68142
H -0.31266 5.74785 -0.45131
H -0.56001 7.33234 1.49556
H -2.15557 8.45805 3.00464
H -4.34306 7.39324 3.48652
H -4.92006 5.24831 2.44422
H -3.80015 2.68272 3.18515
H -5.64972 1.83325 4.55458
H -7.91361 1.59540 3.57594
H -8.29707 2.20697 1.21139
H -6.45404 3.06971 -0.15975
H -4.45587 6.32070 -0.31462
H -5.50346 7.18845 -2.35107
H -6.01095 5.67600 -4.24190
H -5.47670 3.25953 -4.05438
H -4.45911 2.38385 -2.01236
S -2.01746 0.51159 2.59798
C -1.82600 -1.18467 2.24613
N -2.29959 -2.04324 3.11105
N -1.98194 -3.33027 3.07596
C -0.78463 -3.99106 2.72528
C -0.85832 -5.36616 2.53478
C 0.29504 -6.10021 2.29257
C 1.52714 -5.46849 2.25126
C 1.59354 -4.09396 2.45768
C 0.45232 -3.34947 2.68935
N -1.29219 -1.71828 1.09522
N -1.04368 -0.96500 0.12382
C -0.65920 -1.70825 -1.05131
C -0.54227 -3.09800 -1.04495
C -0.15329 -3.75696 -2.19722
C 0.12540 -3.04906 -3.36179
C 0.00617 -1.66775 -3.36516
C -0.38433 -1.00018 -2.21407
H -2.65026 -3.89192 3.57842
H -1.82211 -5.86040 2.57520
H 0.22550 -7.16936 2.13939
H 2.42800 -6.03839 2.06976
H 2.55250 -3.59213 2.45053
H 0.53767 -2.28484 2.86150
H -0.76189 -3.64803 -0.14130
H -0.07408 -4.83692 -2.18912
H 0.42391 -3.57342 -4.26026
H 0.20580 -1.10361 -4.26686
H -0.46992 0.07798 -2.23112
S 1.10880 2.46584 3.71348
C 1.35589 0.89828 3.12290
N 1.58638 -0.17395 2.76714
O -1.50321 2.16016 -1.87475
H -2.21197 1.71349 -2.37912
H -1.40403 3.05962 -2.20198
F -3.61746 -1.47162 -1.31154
B -3.89825 -0.15728 -1.51943
F -3.21024 0.63730 -0.42670
F -5.22053 0.17104 -1.46058
F -3.28988 0.34938 -2.69449
C 6.68153 -1.23999 0.50954
C 5.18660 -1.08898 0.17773
C 4.48643 -2.36397 0.65106
C 4.64902 0.10213 1.00279
C 4.99523 -0.84180 -1.35995
O 5.49817 0.45607 -1.68804
C 5.73628 -1.84851 -2.30028
C 5.01000 -3.00478 -3.01768
C 4.67168 -4.22250 -2.19829
C 3.35878 -4.57254 -1.91053
C 3.06171 -5.71243 -1.17543
C 4.09748 -6.51344 -0.72904
Cl 3.74933 -7.97078 0.15680
C 5.41815 -6.18704 -0.99612
C 5.69319 -5.04683 -1.73143
C 3.54234 -0.80839 -1.84350
N 2.65138 0.18780 -1.26989
C 1.69143 0.03475 -0.36809
N 0.96317 1.13829 -0.28143
C 1.55477 1.96100 -1.20043
N 2.56786 1.42337 -1.82542
H 6.79586 -1.28160 1.59285
H 7.28440 -0.39532 0.16413
H 7.11345 -2.15642 0.10878
H 4.60252 -2.44695 1.73394
H 4.90984 -3.26102 0.19994
H 3.41503 -2.35352 0.44462
H 5.20571 0.17583 1.93806
H 3.60513 -0.02819 1.27855
H 4.75278 1.04818 0.47355
H 6.41080 0.51591 -1.38622
H 6.60384 -2.26209 -1.78740
H 6.12394 -1.20976 -3.09560
H 5.69567 -3.32471 -3.80633
H 4.11327 -2.65224 -3.52979
H 2.54143 -3.95816 -2.27198
H 2.03630 -5.97432 -0.95223
H 6.21414 -6.82861 -0.64448
H 6.72544 -4.79733 -1.95101
H 3.07235 -1.78051 -1.71149
H 3.56802 -0.57286 -2.90687
H 1.55786 -0.85658 0.22099
H 1.21758 2.96500 -1.37621
```